(1)
This record from the OMol25 dataset describes an isolated molecule of C4H7NO. The level of theory is wB97M-V/def2-TZVPD.

Calculated values
LUMO level (eV): 0.89
Highest occupied orbital energy (eV): -8.842
Energy relative to the best compared isomer or geometry (same formula, charge and spin) (eV): 2.4845
Total energy (eV): -7797.160
Molecular weight (g mol⁻¹): 85.11

The geometry in XYZ format:
```
13
C4H7NO (wB97M-V/def2-TZVPD)
N -1.275 -0.269 0.872
C -0.576 -0.991 -0.191
C 0.484 -0.083 -0.792
C 1.376 0.711 0.211
C 0.302 1.363 -0.560
O -0.273 2.375 -0.841
H -0.955 -0.532 1.794
H -2.276 -0.394 0.833
H -0.115 -1.923 0.172
H -1.294 -1.266 -0.972
H 0.958 -0.413 -1.717
H 1.242 0.504 1.272
H 2.402 0.919 -0.083
```

---

(2)
This record from the OMol25 dataset describes a cluster of 9 separate species, C39H94N2O9 in total in a non-equilibrium geometry. The level of theory is wB97M-V/def2-TZVPD.

Calculated values
LUMO level (alpha / beta) (eV): -2.65 / -7.06
Expectation value of S²: 0.75
Highest occupied orbital energy (alpha / beta) (eV): -9.974 / -9.974
2S+1: 2
Total charge: +1
Energy relative to the best compared isomer or geometry (same formula, charge and spin) (eV): 0.0000
Total energy (eV): -63360.798
Molecular weight (g mol⁻¹): 735.19

The geometry in XYZ format:
```
144
C39H94N2O9 (wB97M-V/def2-TZVPD)
C -1.039 0.407 1.133
C -1.249 -0.534 -0.035
C -0.072 -0.822 -0.938
O -1.464 -1.763 0.550
H -0.248 0.113 1.823
H -1.932 0.601 1.727
H -0.825 1.425 0.806
H -2.159 -0.169 -0.511
H -0.105 -1.708 -1.573
H 0.795 -0.834 -0.279
H 0.092 -0.089 -1.728
H -2.143 -1.746 1.228
C -1.559 -4.335 -3.959
C -2.164 -5.167 -2.849
C -3.135 -4.243 -2.041
O -2.933 -6.040 -3.620
H -2.265 -3.745 -4.544
H -0.848 -4.953 -4.508
H -1.015 -3.532 -3.461
H -1.382 -5.752 -2.365
H -4.019 -4.777 -1.693
H -3.542 -3.479 -2.703
H -2.703 -3.775 -1.157
H -3.288 -6.637 -2.957
C -4.451 3.734 1.740
C -3.937 3.538 0.272
C -4.446 2.331 -0.395
O -4.367 4.692 -0.422
H -4.467 4.798 1.973
H -3.684 3.228 2.328
H -5.454 3.357 1.941
H -2.850 3.569 0.352
H -4.165 1.463 0.200
H -3.945 2.183 -1.352
H -5.521 2.242 -0.554
H -5.188 5.028 -0.053
C -7.058 -3.522 -0.939
C -5.949 -2.835 -0.147
C -5.670 -1.500 -0.800
O -6.273 -2.601 1.238
H -6.715 -3.607 -1.970
H -7.914 -2.847 -0.913
H -7.352 -4.475 -0.497
H -5.010 -3.388 -0.176
H -5.303 -1.607 -1.821
H -4.858 -1.002 -0.271
H -6.583 -0.904 -0.774
H -5.490 -2.236 1.656
C -1.030 4.605 4.019
C 0.427 4.188 3.679
C 0.478 3.093 2.549
O 0.997 5.357 3.365
H -1.571 5.203 3.286
H -1.063 5.020 5.027
H -1.520 3.643 4.165
H 0.985 3.711 4.485
H -0.409 3.159 1.918
H 0.326 2.148 3.070
H 1.344 3.214 1.899
H 0.422 5.643 2.651
C -4.413 0.091 3.263
C -3.978 -1.354 3.618
C -4.838 -2.104 4.547
O -3.938 -2.092 2.485
H -5.485 0.140 3.075
H -4.007 0.297 2.273
H -4.205 0.772 4.089
H -2.943 -1.473 3.941
H -4.282 -2.984 4.872
H -5.801 -2.398 4.129
H -5.056 -1.612 5.494
H -3.750 -3.001 2.729
C 1.895 -4.332 0.229
C 1.106 -4.296 1.516
C 1.302 -3.024 2.290
O -0.188 -4.344 1.128
H 1.581 -5.149 -0.422
H 2.866 -4.750 0.493
H 2.057 -3.375 -0.266
H 1.436 -5.194 2.037
H 2.333 -2.867 2.605
H 0.713 -3.114 3.202
H 1.046 -2.162 1.674
H -0.463 -3.471 0.839
C 3.679 1.878 -5.281
C 2.566 1.651 -4.220
C 1.384 2.685 -4.293
C 0.415 2.494 -5.412
C -0.071 1.118 -5.478
C 0.993 -0.089 -5.330
N 1.939 0.330 -4.311
O 2.860 -0.687 -3.932
C 0.172 -1.250 -4.781
C 1.654 -0.469 -6.700
C 3.154 1.902 -2.799
H 4.332 1.007 -5.338
H 4.511 2.476 -4.911
H 3.374 2.141 -6.294
H 0.618 2.809 -3.528
H 1.788 3.696 -4.337
H 0.963 2.850 -6.284
H -0.376 3.240 -5.331
H -0.482 1.068 -6.486
H -0.963 0.985 -4.865
H 0.585 -2.231 -5.015
H -0.056 -1.194 -3.717
H -0.804 -1.199 -5.262
H 1.136 -1.308 -7.163
H 1.711 0.389 -7.370
H 2.585 -0.993 -6.485
H 2.462 1.765 -1.969
H 3.451 2.949 -2.745
H 4.032 1.287 -2.598
H 2.384 -1.068 -3.190
C 5.775 0.821 5.258
C 5.153 1.306 3.950
C 5.835 2.651 3.611
C 5.510 3.193 2.129
C 5.797 2.046 1.176
C 5.144 0.712 1.424
N 5.406 0.353 2.841
O 4.878 -0.906 3.092
C 3.660 0.714 0.963
C 5.876 -0.289 0.516
C 3.696 1.674 4.218
H 6.824 0.580 5.081
H 5.715 1.631 5.985
H 5.247 -0.083 5.561
H 5.723 3.448 4.346
H 6.917 2.518 3.614
H 4.465 3.484 2.018
H 6.178 4.002 1.831
H 6.858 1.822 1.066
H 5.601 2.327 0.141
H 3.572 0.673 -0.122
H 3.189 1.660 1.233
H 3.044 -0.155 1.195
H 5.335 -1.235 0.559
H 6.920 -0.468 0.775
H 5.722 -0.017 -0.528
H 3.117 0.828 4.589
H 3.655 2.488 4.942
H 3.156 1.969 3.319
H 5.513 -1.250 3.725
```